{
  "formula": "C16H17N3O2",
  "method": "ωB97M-V/def2-TZVPD",
  "elements": ["C", "O", "C", "C", "C", "C", "C", "C", "N", "C", "C", "C", "N", "C", "C", "C", "N", "C", "C", "O", "C", "H", "H", "H", "H", "H", "H", "H", "H", "H", "H", "H", "H", "H", "H", "H", "H", "H"],
  "xyz": [[-4.9255, -1.5954, -0.1175], [-4.2119, -0.3911, -0.2468], [-2.8706, -0.4086, -0.0387], [-2.1223, -1.5237, 0.2852], [-0.7473, -1.4370, 0.4780], [-0.0958, -0.2304, 0.3309], [1.4067, -0.0282, 0.5151], [1.5215, 1.0366, 1.5017], [1.5988, 1.8296, 2.3205], [2.1409, -1.2367, 1.1404], [2.4151, -2.4101, 0.1839], [3.6074, -2.1949, -0.5968], [4.5614, -2.0128, -1.2000], [2.0382, 0.4185, -0.8234], [3.3740, 1.1627, -0.6657], [3.1432, 2.5655, -0.4234], [2.9267, 3.6785, -0.2817], [-0.8486, 0.9067, 0.0216], [-2.2159, 0.8409, -0.1596], [-3.0151, 1.8968, -0.4485], [-2.4359, 3.1779, -0.5257], [-4.5874, -2.3447, -0.8413], [-4.8450, -2.0054, 0.8947], [-5.9648, -1.3432, -0.3211], [-2.5965, -2.4850, 0.4010], [-0.2249, -2.3384, 0.7531], [3.0956, -0.8960, 1.5527], [1.5436, -1.5918, 1.9828], [2.5692, -3.3217, 0.7692], [1.5761, -2.5755, -0.4969], [1.3365, 1.0711, -1.3479], [2.1889, -0.4586, -1.4533], [3.9559, 1.0731, -1.5875], [3.9756, 0.7498, 0.1472], [-0.3459, 1.8592, -0.0500], [-3.2616, 3.8592, -0.7228], [-1.7104, 3.2448, -1.3431], [-1.9497, 3.4585, 0.4138]],
  "homo_lumo_gap_ev": 8.96,
  "smiles": "COc1ccc(C(C#N)(CCC#N)CCC#N)cc1OC",
  "e_homo_ev": -8.580
}

{
  "formula": "C16H17N5O10P2V",
  "method": "ωB97M-V/def2-TZVPD",
  "elements": ["V", "N", "C", "C", "O", "N", "C", "C", "O", "O", "H", "H", "H", "H", "H", "H", "O", "P", "O", "O", "O", "P", "O", "O", "O", "H", "H", "N", "C", "C", "C", "C", "C", "C", "N", "C", "C", "C", "C", "N", "C", "C", "H", "H", "H", "H", "H", "H", "H", "H", "H"],
  "xyz": [[0.4006, -2.4974, -1.4251], [2.0959, -2.7918, -0.1683], [3.0005, -3.7766, -0.8079], [2.1149, -4.8090, -1.4626], [2.3816, -5.9557, -1.6420], [0.8549, -4.2407, -1.8239], [-0.2849, -5.1501, -1.7643], [-1.1562, -4.6277, -0.6094], [-2.0129, -5.2223, -0.0625], [-0.8178, -3.3141, -0.3667], [2.5806, -1.9094, -0.0381], [1.8052, -3.1146, 0.7524], [3.6725, -4.2504, -0.0969], [3.5841, -3.2651, -1.5716], [0.0405, -6.1739, -1.5934], [-0.8926, -5.1059, -2.6700], [-0.9735, -0.9033, -4.9143], [-0.9503, -0.4863, -3.4078], [-2.1054, 0.2356, -2.9287], [-0.7325, -1.8832, -2.5957], [0.4417, 0.2754, -3.1845], [1.9665, -0.2479, -3.0286], [2.4166, -0.4906, -4.5242], [2.7844, 0.6696, -2.2470], [1.7895, -1.6959, -2.4615], [-0.1382, -1.1706, -5.3230], [3.0447, 0.1773, -4.8362], [-0.1435, 3.6930, 2.3768], [-0.8974, 4.5782, 3.1190], [-0.5942, 5.8107, 3.7004], [-1.6124, 6.4206, 4.3950], [-2.8923, 5.8353, 4.5144], [-3.1816, 4.6237, 3.9366], [-2.1597, 3.9871, 3.2219], [-2.1810, 2.7860, 2.5397], [-0.9745, 2.6485, 2.0634], [-0.5670, 1.4833, 1.2870], [0.7511, 1.2308, 0.9129], [1.0480, 0.1006, 0.1905], [0.1157, -0.7935, -0.1812], [-1.1689, -0.5447, 0.1691], [-1.5362, 0.5603, 0.8907], [0.8043, 3.8308, 2.0762], [0.3836, 6.2651, 3.6144], [-1.4288, 7.3774, 4.8652], [-3.6567, 6.3586, 5.0721], [-4.1592, 4.1687, 4.0183], [1.5630, 1.8973, 1.1668], [2.0617, -0.0599, -0.1469], [-1.9123, -1.2587, -0.1481], [-2.5724, 0.7257, 1.1473]],
  "homo_lumo_gap_ev": 4.63,
  "e_homo_ev": -10.987,
  "charge": 1
}

{
  "formula": "C16H17N7O3PtS3",
  "method": "ωB97M-V/def2-TZVPD",
  "elements": ["Pt", "O", "C", "C", "C", "C", "C", "C", "C", "O", "N", "N", "C", "S", "C", "C", "S", "H", "H", "H", "H", "H", "H", "H", "H", "H", "O", "N", "C", "C", "N", "C", "N", "C", "N", "C", "S", "N", "C", "H", "H", "H", "H", "H", "H", "H", "H"],
  "xyz": [[-0.3022, 0.5489, -0.2761], [2.9944, -1.2436, 3.6911], [3.8013, -0.6068, 2.8722], [5.1546, -0.5445, 3.2585], [6.0529, 0.1199, 2.4768], [5.6437, 0.7534, 1.2746], [4.3310, 0.7006, 0.8771], [3.3753, 0.0192, 1.6480], [2.0175, 0.0064, 1.1649], [1.6956, 0.6023, 0.1030], [1.0704, -0.6766, 1.8723], [-0.1213, -0.6406, 1.3319], [-1.0013, -1.4076, 2.1128], [-2.6423, -1.5232, 1.7682], [-2.9686, -2.8320, 2.9893], [-2.0241, -2.6343, 4.1506], [-0.3941, -2.2576, 3.4546], [2.0789, -1.2281, 3.3492], [5.4360, -1.0291, 4.1833], [7.0915, 0.1726, 2.7755], [6.3709, 1.2809, 0.6728], [4.0115, 1.1855, -0.0345], [-2.8113, -3.7844, 2.4810], [-4.0133, -2.7473, 3.2850], [-1.9252, -3.5359, 4.7536], [-2.3102, -1.7993, 4.7905], [-0.1560, 1.8159, -1.7563], [0.9330, 2.5896, -1.5842], [1.0610, 3.5112, -2.4674], [0.1174, 3.6833, -3.5388], [-0.6691, 3.8192, -4.3631], [2.2050, 4.3708, -2.3602], [3.1251, 5.0489, -2.2632], [-2.6257, 0.7962, -4.7385], [-2.3196, 0.9299, -3.3184], [-2.9072, 0.2197, -2.3818], [-2.5799, 0.4626, -0.6696], [-3.8755, -0.6223, -2.7207], [-4.6260, -1.5361, -1.8676], [-1.9874, 1.4780, -5.2886], [-3.6630, 1.0728, -4.9378], [-2.4363, -0.2222, -5.0827], [-1.6111, 1.5938, -3.0305], [-4.1596, -0.6073, -3.6898], [-4.2031, -1.5319, -0.8692], [-4.5644, -2.5417, -2.2790], [-5.6692, -1.2291, -1.8190]],
  "homo_lumo_gap_ev": [4.08, 3.96],
  "e_homo_ev": [-14.324, -14.261],
  "charge": 2
}

The evaluated E for the records listed, in turn: -25431.3941, -89062.0160, -69173.8958 eV.
The evaluated energy relative to the best compared isomer or geometry (same formula, charge and spin) for the records listed, in turn: 3.294, 0.292, 0.000 eV.